# 1
C30H45O5SiZr as an isolated structure in a non-equilibrium geometry, computed with ωB97M-V/def2-TZVPD.

Cartesian coordinates (Å):
C: 0.9308 -2.2490 -0.1604
C: -0.3348 -2.6690 -0.6725
C: -0.4256 -2.2521 -2.0309
H: -1.0902 -3.2358 -0.1247
C: 0.8128 -1.6149 -2.3938
C: 1.6617 -1.6220 -1.2267
H: 2.7074 -1.3201 -1.2036
H: 1.3064 -2.5027 0.8310
H: -1.2323 -2.5073 -2.7164
H: 1.1247 -1.3587 -3.4076
C: -0.5647 2.2949 -1.6089
C: -0.2305 2.2655 -0.2253
C: 1.1261 1.8145 -0.1087
H: -0.8619 2.6113 0.5906
C: 1.5988 1.4895 -1.4260
C: 0.5474 1.7789 -2.3508
H: 0.6459 1.8041 -3.4374
H: -1.4691 2.7487 -2.0077
H: 1.7316 1.8978 0.7901
H: 2.6248 1.2565 -1.6976
Zr: -0.1252 -0.0989 -0.7964
O: 0.1802 -0.1793 -5.4370
C: -1.0650 -0.7460 -5.8892
C: 0.2027 -0.9458 -6.7046
H: -1.4213 -1.5963 -5.3010
H: -1.7957 -0.0445 -6.3092
H: 0.6782 -1.9326 -6.6155
H: 1.2651 -1.8873 -9.0056
C: 0.9419 -0.8504 -9.0982
C: 0.4042 -0.2040 -7.9569
C: -0.0070 1.1391 -8.0667
H: -0.4134 1.6501 -7.1907
C: 0.1363 1.8187 -9.2748
H: -0.1578 2.8674 -9.3292
C: 0.6532 1.1693 -10.4052
H: 0.7464 1.7103 -11.3512
C: 1.0438 -0.1757 -10.3116
H: 1.4326 -0.6896 -11.1914
C: -1.7975 -3.5647 3.3467
C: -1.9719 -2.1114 3.7790
C: -3.1495 -1.4383 3.0714
C: -2.1361 -2.0775 5.2954
O: -0.7128 -1.4040 3.4637
Si: -0.4101 -0.0096 2.6636
O: -0.6582 -0.2390 1.0601
O: -1.3729 1.1930 3.2227
C: -1.2844 2.4861 3.9403
C: -1.3293 3.6258 2.9339
C: -2.5238 2.5968 4.8172
C: -0.0130 2.5654 4.7720
O: 1.1855 0.3508 2.8093
C: 2.4013 -0.3511 3.3520
C: 3.4625 -0.2492 2.2577
C: 2.7941 0.4330 4.6056
C: 2.0753 -1.8039 3.6817
H: -2.6918 -4.1327 3.6483
H: -0.9260 -4.0075 3.8480
H: -1.6639 -3.6584 2.2615
H: -4.0691 -2.0124 3.2940
H: -3.2806 -0.4027 3.4267
H: -2.9950 -1.4228 1.9825
H: -1.2488 -2.5173 5.7664
H: -2.2487 -1.0455 5.6503
H: -3.0155 -2.6607 5.6128
H: -0.4248 3.6733 2.3166
H: -2.2241 3.5357 2.3056
H: -1.4021 4.5644 3.4980
H: -2.5456 1.8198 5.5919
H: -2.5192 3.5763 5.3152
H: -3.4214 2.5335 4.1903
H: 0.0493 1.7407 5.4946
H: 0.8846 2.5787 4.1403
H: -0.0159 3.5029 5.3534
H: 3.1417 -0.7788 1.3473
H: 3.6502 0.8047 2.0099
H: 4.3972 -0.6985 2.6275
H: 1.9969 0.3639 5.3593
H: 3.7169 0.0415 5.0535
H: 2.9615 1.4869 4.3469
H: 1.2968 -1.8762 4.4533
H: 1.7435 -2.3497 2.7867
H: 2.9865 -2.2962 4.0690

Summary:
Kohn-Sham gap in eV: 6.69
Charge: +1
E_HOMO in eV: -10.97
Total energy in Ha: -1882.88823

=====

# 2
One molecule with the formula C5H12O, computed with ωB97M-V/def2-TZVPD.

Cartesian coordinates (Å):
C: -2.3700 -0.6335 0.2982
C: -1.0723 -0.2190 -0.3871
C: -0.4687 1.0855 0.1459
C: 1.0346 1.1496 -0.0989
O: 1.6756 0.1825 0.7148
C: 2.3059 -0.8725 0.0358
H: -2.2202 -0.7072 1.3823
H: -2.6930 -1.6172 -0.0600
H: -3.1821 0.0797 0.1150
H: -1.2300 -0.1404 -1.4727
H: -0.3444 -1.0233 -0.2318
H: -0.9583 1.9634 -0.2983
H: -0.6204 1.1466 1.2323
H: 1.2606 0.9788 -1.1626
H: 1.4372 2.1344 0.1726
H: 2.6799 -1.5537 0.8065
H: 3.1532 -0.5247 -0.5756
H: 1.6124 -1.4292 -0.6165

Summary:
Kohn-Sham gap in eV: 10.79
SMILES string: CCCCOC
ΔE to the lowest compared entry with this formula, charge and spin in kcal/mol: 18.7
E_HOMO in eV: -9.64
Total energy in Ha: -272.91881

=====

# 3
C23H31N7PdS as an isolated structure in a non-equilibrium geometry, computed with ωB97M-V/def2-TZVPD.

Cartesian coordinates (Å):
Pd: 0.7528 -0.1410 0.0324
N: 1.1368 -4.3270 0.9711
C: 1.1583 -3.0779 0.4613
S: 0.3205 -1.8611 1.4044
N: 1.7699 -2.9347 -0.7051
N: 1.7117 -1.6553 -1.1133
C: 2.3631 -1.2206 -2.1292
C: 2.2461 0.2113 -2.4172
C: 2.8828 0.8159 -3.4943
C: 2.6965 2.1714 -3.7127
C: 1.8805 2.8953 -2.8571
C: 1.2886 2.2359 -1.7902
N: 1.4739 0.9405 -1.5790
H: 0.8378 -4.4604 1.9192
H: 1.7132 -5.0260 0.5355
H: 2.9888 -1.8755 -2.7286
H: 3.5099 0.2213 -4.1443
H: 3.1859 2.6588 -4.5456
H: 1.7157 3.9536 -2.9992
H: 0.6804 2.7465 -1.0542
C: -2.4133 -3.0747 -3.9383
N: -2.2692 -2.0746 -2.9008
C: -3.2605 -1.5567 -2.1052
C: -2.6394 -0.6972 -1.2483
N: -1.2920 -0.6763 -1.4979
C: -1.1089 -1.5144 -2.4905
H: -3.4711 -3.2439 -4.1212
H: -1.9534 -4.0146 -3.6346
H: -1.9507 -2.7302 -4.8619
H: -4.2924 -1.8406 -2.2175
H: -3.0731 -0.0954 -0.4674
H: -0.1618 -1.7679 -2.9398
C: -3.8140 1.8707 1.3917
C: -2.4953 2.1164 2.0731
C: -2.4342 2.7769 3.3018
C: -1.2075 2.9439 3.9233
C: -1.1153 3.6295 5.2632
C: -0.0350 2.4765 3.3337
C: -0.0395 1.8360 2.0784
C: -1.3213 1.6683 1.5108
N: 1.0411 1.4009 1.3324
C: 2.3888 1.4432 1.9623
C: 2.7802 2.9053 2.2990
C: 3.4509 0.9927 0.9492
C: 2.5207 0.5321 3.1870
H: -4.6204 2.3990 1.9000
H: -4.0601 0.8061 1.3942
H: -3.7913 2.2055 0.3527
H: -3.3391 3.1439 3.7732
H: -2.0985 3.9410 5.6153
H: -0.4792 4.5154 5.2082
H: -0.6825 2.9649 6.0139
H: 0.8710 2.6287 3.8906
H: -1.3061 1.1570 0.5480
H: 2.4297 3.5669 1.5047
H: 3.8681 2.9849 2.3519
H: 2.3979 3.2786 3.2421
H: 3.4286 1.6270 0.0612
H: 3.3181 -0.0490 0.6483
H: 4.4381 1.0839 1.4044
H: 1.7765 0.7638 3.9460
H: 3.5103 0.6322 3.6395
H: 2.3803 -0.5080 2.8859

Summary:
Kohn-Sham gap in eV: 5.78
ΔE to the lowest compared entry with this formula, charge and spin in kcal/mol: 15.0
E_HOMO in eV: -6.23
Total energy in Ha: -1804.38356

=====

# 4
C26H25Br4N2O2Os as an isolated structure, computed with ωB97M-V/def2-TZVPD.

Cartesian coordinates (Å):
Os: -0.8945 0.1113 0.5821
Br: -0.6900 6.6856 -1.7408
C: -0.4313 5.1284 -0.6975
C: 0.3646 5.1578 0.4378
Br: 1.2035 6.7649 0.9824
C: 0.5562 3.9897 1.1844
Br: 1.5923 3.9618 2.7667
C: -0.0227 2.7798 0.8091
O: 0.1600 1.6604 1.4656
C: -0.8639 2.7601 -0.3452
O: -1.4736 1.6205 -0.6422
C: -1.0451 3.9258 -1.0732
Br: -2.1729 3.8066 -2.5881
N: -2.2574 -1.1444 -0.5062
C: -2.4986 -2.3334 0.2509
C: -3.7585 -2.6469 0.7273
C: -3.9449 -3.7961 1.4869
C: -2.8652 -4.6254 1.7445
C: -1.6033 -4.2918 1.2638
C: -1.3864 -3.1379 0.5185
C: -0.0504 -2.7468 -0.0001
C: 0.7724 -3.7779 -0.4692
C: 2.0238 -3.5009 -0.9703
C: 2.4447 -2.1748 -1.0152
C: 1.6544 -1.1291 -0.5619
C: 0.3583 -1.3839 -0.0206
H: -3.1118 -0.6408 -0.7175
H: -1.7946 -1.3785 -1.3833
H: -4.5924 -1.9891 0.5085
H: -4.9293 -4.0387 1.8666
H: -2.9971 -5.5253 2.3330
H: -0.7561 -4.9247 1.5006
H: 0.4078 -4.7999 -0.4613
H: 2.6609 -4.2937 -1.3438
H: 3.4199 -1.9660 -1.4296
H: 1.5494 0.8739 0.0499
C: -0.3381 -3.4925 4.5445
C: -0.6686 -2.0011 4.6151
C: -0.7404 -1.3841 3.2934
N: -0.7863 -0.8610 2.2675
H: -0.2730 -3.9099 5.5500
H: 0.6138 -3.6495 4.0380
H: -1.1077 -4.0281 3.9905
H: 0.0899 -1.4687 5.1935
H: -1.6228 -1.8471 5.1254
C: 4.4666 0.4735 -1.7368
C: 3.5838 0.7309 -0.5103
C: 3.5610 2.2482 -0.2844
C: 4.1810 0.0671 0.7328
C: 2.1063 0.3127 -0.6959
H: 5.4538 0.9197 -1.5835
H: 4.0272 0.9343 -2.6253
H: 4.6199 -0.5830 -1.9494
H: 4.5758 2.6429 -0.1780
H: 3.0007 2.4976 0.6180
H: 3.0858 2.7568 -1.1277
H: 5.1707 0.4797 0.9498
H: 4.2789 -1.0120 0.6084
H: 3.5378 0.2488 1.5974
H: 1.7610 0.6887 -1.6686

Summary:
Kohn-Sham gap in eV: 6.00
Charge: -1
ΔE to the lowest compared entry with this formula, charge and spin in kcal/mol: 2.8
E_HOMO in eV: -3.56
Total energy in Ha: -11652.57366